Record 1
The following is a quantum chemistry calculation of the molecule C11H13N3O, from the OMol25 dataset.

HOMO: -8.30 eV
SMILES: COCCNc1ncnc2ccccc12
multiplicity: 1
total charge: 0

Atoms and positions in Å:
C  0.4154  0.6573  -4.0658
O  -0.6409  0.4891  -3.1462
C  -0.4673  0.4813  -1.7531
C  0.3003  1.6349  -1.0715
N  -0.1421  1.9939  0.2650
C  -0.6318  1.1175  1.2642
N  -1.4683  1.6757  2.1271
C  -1.9387  0.7745  3.0276
N  -1.6046  -0.5253  3.1733
C  -0.6069  -1.1004  2.3585
C  -0.1485  -2.4875  2.4598
C  0.9275  -2.8021  1.7037
C  1.6469  -1.9046  0.9521
C  1.0243  -0.6355  0.6978
C  -0.0432  -0.2086  1.4008
H  0.9964  1.5648  -4.1436
H  1.1385  -0.1344  -4.0160
H  -0.2121  0.5624  -5.0291
H  -1.4571  0.4443  -1.1588
H  0.1771  -0.3965  -1.4847
H  1.3720  1.4572  -1.0310
H  0.1026  2.4919  -1.6927
H  -0.5172  2.9530  0.2819
H  -2.5677  1.1758  3.7470
H  -0.7057  -3.1478  3.0191
H  1.1396  -3.7760  1.5526
H  2.4361  -2.4724  0.4197
H  1.4753  0.1176  0.1423

Record 2
The following is a quantum chemistry calculation of a structure of composition C11H13N3O5PSr, from the OMol25 dataset.

HOMO: -9.79 eV
multiplicity: 1
total charge: +1

Atoms and positions in Å:
O  -0.0075  4.2222  -3.2063
C  0.0037  3.0770  -3.2240
Sr  0.0256  0.0775  -2.4848
C  0.0261  -2.5634  -3.2888
O  0.0315  -3.7126  -3.3905
C  -0.0438  -0.6689  -5.0908
O  -0.0615  -1.0438  -6.2048
C  2.5790  -0.1194  -3.5348
O  3.6988  -0.2099  -3.7581
C  -2.5163  -0.1413  -3.5257
O  -3.6393  -0.2528  -3.7325
H  0.0762  0.5068  -4.7752
C  1.2221  -0.1351  3.2553
N  1.1541  0.9908  2.2816
C  -0.1498  1.7027  2.4229
N  -1.3143  0.7796  2.2847
C  -1.1880  -0.3405  3.2583
N  0.0897  -1.0917  3.1221
C  0.1499  -1.8167  1.8389
P  0.0503  -0.6708  0.3791
C  1.3725  0.5320  0.9056
C  -1.4544  0.2898  0.9091
H  1.1824  0.3015  4.2661
H  2.1661  -0.6808  3.0960
H  -0.2190  2.4998  1.6593
H  -0.1851  2.1315  3.4383
H  -2.0263  -1.0384  3.1015
H  -1.2200  0.0968  4.2691
H  1.0972  -2.3757  1.7973
H  -0.6892  -2.5280  1.7994
H  1.3724  1.3988  0.2205
H  2.3462  0.0202  0.8413
H  -2.3269  -0.3802  0.8469
H  -1.6024  1.1430  0.2233

Record 3
The following is a quantum chemistry calculation of the molecule C11H13NO, from the OMol25 dataset.

HOMO: -8.15 eV
SMILES: CC(=O)Nc1ccc2c(c1)CCC2
multiplicity: 1
total charge: 0

Atoms and positions in Å:
C  3.5932  1.7318  -2.3764
C  2.4801  1.5125  -1.2909
O  2.8656  1.9138  -0.2126
N  1.3956  0.7768  -1.8473
C  0.3886  0.0415  -1.0417
C  -0.8140  -0.5752  -1.7243
C  -1.9487  -1.0750  -0.9537
C  -1.8724  -0.7192  0.4398
C  -0.6419  -0.2562  1.0686
C  0.3243  0.2199  0.3270
C  -0.8460  -0.1195  2.5702
C  -1.6363  -1.2728  2.7185
C  -2.7278  -1.1894  1.5462
H  4.5939  2.2736  -2.1043
H  3.1057  2.4758  -3.2996
H  3.6759  0.6278  -2.9005
H  1.6883  0.1203  -2.7326
H  -0.6123  -0.5060  -2.8107
H  -2.9147  -1.2668  -1.3560
H  1.2279  0.6378  0.6595
H  0.0087  0.1821  3.2287
H  -1.4807  0.7572  2.7484
H  -1.1286  -2.3813  2.2646
H  -1.9350  -1.2673  3.9541
H  -3.5437  -0.6076  1.7778
H  -3.2454  -2.0346  1.3470

Record 4
The following is a quantum chemistry calculation of the molecule C11H13NS, from the OMol25 dataset.

HOMO: -8.20 eV
SMILES: C#CCN(C)CC(=C)c1cccs1
multiplicity: 1
total charge: 0

Atoms and positions in Å:
C  5.0560  0.4924  0.3792
C  3.9869  0.0267  0.7510
C  2.6691  -0.4229  1.2479
N  1.5951  -0.1386  0.2603
C  1.6905  -0.7172  -1.0962
C  0.2572  -0.1798  0.8055
C  -0.7668  0.6318  0.0618
C  -0.4114  1.8400  -0.4775
C  -2.1129  0.0888  -0.0090
C  -3.0601  0.4341  -0.9389
C  -4.3432  -0.1631  -0.7151
C  -4.3207  -0.9890  0.3949
S  -2.8059  -0.9835  1.2539
H  5.9286  1.0055  0.0065
H  2.4281  0.0709  2.1950
H  2.6289  -1.5016  1.4187
H  1.4085  -1.7723  -1.0953
H  2.7126  -0.6352  -1.4990
H  1.0851  -0.1616  -1.8210
H  -0.0852  -1.2516  0.8291
H  0.2487  0.1717  1.8216
H  -1.1471  2.4894  -0.9419
H  0.5923  2.1978  -0.3666
H  -2.8400  1.0329  -1.7975
H  -5.1882  -0.0507  -1.3794
H  -5.2061  -1.5149  0.7121

Record 5
The following is a quantum chemistry calculation of a structure of composition C11H13S6Se2TeV, from the OMol25 dataset.

HOMO (spin up / spin down): -7.18 / -7.45 eV
multiplicity: 3
total charge: 0

Atoms and positions in Å:
V  -0.3074  -0.4186  -0.0571
S  -1.2579  -4.8140  4.9463
C  -1.2555  -3.6062  3.8380
S  -2.0597  -3.7099  2.3098
C  -1.6549  -2.1170  1.7209
C  -0.9011  -1.3440  2.5563
S  -0.3481  0.2955  2.1942
S  -0.4619  -2.0845  4.0729
S  -2.2231  -1.6695  0.1009
C  0.7872  -0.1857  -3.7109
Se  0.0549  -1.4908  -2.4703
C  1.7128  -2.4856  -2.2073
C  2.7626  -1.7009  -1.4443
Se  2.0685  -1.2471  0.3195
C  3.1472  0.3182  0.7199
H  1.1641  -0.7262  -4.5778
H  1.5686  0.4161  -3.2509
H  -0.0282  0.4744  -4.0019
H  2.0838  -2.7621  -3.1983
H  1.4407  -3.4089  -1.6889
H  3.0239  -0.7734  -1.9610
H  3.6707  -2.2941  -1.3171
H  2.9350  1.1034  -0.0040
H  4.1921  0.0133  0.7124
H  2.8433  0.6361  1.7155
Te  -0.2203  1.9988  -1.1157
C  -1.6934  3.1298  -0.1458
C  -2.2070  3.0668  1.1178
C  -3.2108  4.0405  1.3409
C  -3.4342  4.8283  0.2521
S  -2.4239  4.3903  -1.0527
H  -1.8885  2.3425  1.8474
H  -3.7451  4.1442  2.2708
H  -4.1345  5.6404  0.1683

Record 6
The following is a quantum chemistry calculation of a structure of composition C11H14BN10Y, from the OMol25 dataset.

HOMO: -15.26 eV
multiplicity: 1
total charge: +2

Atoms and positions in Å:
Y  0.0890  -0.0434  0.0985
C  -3.8201  -2.3154  -0.4179
C  -3.0205  -1.2722  -0.8359
N  -1.8766  -1.2251  -0.1263
N  -1.9438  -2.2624  0.7665
C  -3.0960  -2.9158  0.6000
B  -0.8420  -2.5973  1.8032
N  -0.6280  -1.3940  2.7610
C  -0.7939  -1.3653  4.0834
C  -0.5179  -0.0871  4.5509
C  -0.1764  0.6279  3.4213
N  -0.2438  -0.1547  2.3276
N  0.4926  -2.9308  1.0742
C  1.1720  -4.0774  1.1033
C  2.2904  -3.9660  0.2876
C  2.2219  -2.6839  -0.2202
N  1.1337  -2.0479  0.2518
H  -4.7861  -2.6024  -0.7924
H  -3.2041  -0.5466  -1.6136
H  -3.3240  -3.7664  1.2212
H  -1.1825  -3.5452  2.4380
H  -1.1014  -2.2570  4.6047
H  -0.5674  0.2621  5.5667
H  0.1071  1.6649  3.3275
H  0.8132  -4.8997  1.7005
H  3.0324  -4.7188  0.0901
H  2.8852  -2.1835  -0.9089
N  5.2304  0.5604  1.8131
C  5.1910  1.7396  1.1944
N  6.2507  2.5319  1.2015
N  4.1191  2.2007  0.5357
C  3.0119  1.6239  0.3565
N  1.9245  1.2657  0.0723
H  6.0531  0.2479  2.3024
H  4.4198  -0.0323  1.8402
H  7.1097  2.3000  1.6713
H  6.1882  3.4124  0.7153

Record 7
The following is a quantum chemistry calculation of a structure of composition C11H14BN7SSn, from the OMol25 dataset.

HOMO (spin up / spin down): -16.02 / -16.01 eV
multiplicity: 1
total charge: +2

Atoms and positions in Å:
H  1.7015  -3.1183  -0.1605
N  0.2120  -1.6469  -0.5345
B  -1.8016  -0.2927  -1.3641
N  -0.9214  -1.5919  -1.2991
C  -1.0386  -2.7552  -1.9587
Sn  0.9873  0.0433  0.5889
H  -1.8510  -2.9147  -2.6533
C  0.0273  -3.5766  -1.5905
H  0.2220  -4.5855  -1.9123
C  0.8051  -2.8460  -0.7034
H  -2.7909  -0.4322  -2.0340
C  3.2234  2.0821  2.3726
H  4.1226  2.0024  2.9990
H  2.3521  2.1917  3.0313
H  3.2906  2.9622  1.7207
N  -0.8753  0.8372  -1.9184
N  -2.1192  0.1033  0.1181
N  0.2982  1.1524  -1.2808
N  -1.1416  0.1505  1.0729
C  -1.0079  1.6040  -3.0107
C  -3.2860  0.4478  0.6825
H  -1.8794  1.5160  -3.6403
H  -4.1787  0.4808  0.0787
C  0.1108  2.4261  -3.1068
C  -3.0546  0.7037  2.0291
C  0.9190  2.1037  -2.0118
C  -1.6917  0.5217  2.2447
H  0.3177  3.1585  -3.8677
H  -3.7777  0.9735  2.7708
H  1.8957  2.4846  -1.7525
H  -1.0914  0.6021  3.1359
H  3.1496  1.1676  1.7489
S  1.6546  -2.2160  2.7155
C  3.0923  -1.9631  3.4696
N  4.1254  -1.7759  4.0202

The records above yield ΔE to the lowest compared entry with this formula, charge and spin values of 58.8, 0.0, 108.8, 64.2, 7.8, 0.4, 27.8 kcal/mol, respectively.
The records above yield strongest force on any atom values of 4.558, 3.640, 7.236, 2.257, 0.768, 0.571, 3.334 eV Å⁻¹, respectively.